{
  "formula": "C11H20AlF4NO8S",
  "method": "the ωB97M-V functional and the def2-TZVPD basis",
  "gap_ev": 1.43,
  "total_charge": 2,
  "energy_ha": -2127.032345,
  "homo_energy_ev": -14.9,
  "de_lowest_ev": 0.3783,
  "symbols": ["C", "C", "C", "C", "N", "C", "C", "O", "S", "O", "O", "F", "H", "H", "H", "H", "H", "H", "H", "H", "H", "H", "H", "H", "H", "H", "Al", "C", "C", "O", "C", "O", "C", "F", "F", "F", "H", "H", "H", "H", "H", "C", "O", "O", "O", "H"],
  "positions_angstrom": [[2.0667, 3.5347, -0.0471], [2.5282, 3.2030, -1.4578], [2.1517, 1.8007, -2.0099], [1.6818, 0.7802, -0.9919], [1.2453, -0.4713, -1.7096], [1.8731, -1.7034, -1.1722], [3.2630, -1.9506, -1.7343], [3.9535, -0.7365, -1.9094], [-0.3801, -0.7058, -1.4544], [-0.8466, -1.6213, -2.4256], [-0.6851, -0.9081, -0.0922], [-0.9199, 0.6854, -1.8485], [2.4506, 2.8506, 0.6971], [0.9561, 3.4856, -0.0050], [2.3254, 4.5621, 0.1956], [3.6063, 3.2952, -1.5051], [2.1262, 3.9407, -2.1475], [2.9980, 1.4012, -2.5501], [1.3610, 1.9210, -2.7478], [2.4852, 0.5221, -0.3107], [0.8779, 1.1584, -0.3711], [1.2507, -2.5277, -1.4977], [1.8843, -1.7507, -0.0871], [3.8010, -2.5674, -1.0095], [3.2232, -2.5235, -2.6634], [4.8296, -0.9366, -2.2514], [-0.6488, 4.6446, -0.3798], [-3.1667, -1.0856, 2.0552], [-3.8190, -1.1720, 3.4166], [-3.4491, -0.0355, 4.2274], [-4.1277, 1.0763, 4.0217], [-5.0048, 1.2447, 3.2268], [-3.6383, 2.1784, 4.9911], [-2.3026, 2.1865, 5.0490], [-4.1194, 1.9505, 6.2047], [-4.0477, 3.3672, 4.5722], [-2.0868, -0.9820, 2.1541], [-3.3823, -1.9811, 1.4747], [-3.5364, -0.2190, 1.5035], [-3.4667, -2.0428, 3.9644], [-4.9020, -1.2438, 3.3396], [0.4081, -4.8475, -3.2082], [-0.7882, -5.1810, -3.2538], [0.8179, -3.6658, -3.6128], [1.1866, -5.6873, -2.7414], [-0.0334, -3.2427, -3.8985]],
  "forces_ev_per_a": [[-0.1, 0.2, -0.6], [-0.2, -0.6, -0.1], [-0.4, 0.6, 0.0], [0.8, 0.0, -0.4], [-0.5, 0.3, 1.7], [0.4, -0.3, -1.0], [0.3, 0.3, 0.5], [-0.4, -0.1, -0.1], [0.1, -0.6, -0.4], [-0.2, -0.4, -0.6], [-0.1, 0.2, 0.4], [0.0, 0.4, -0.2], [0.0, 0.0, 0.3], [0.4, -0.6, 0.3], [0.2, 0.1, 0.3], [0.2, 0.2, 0.1], [0.1, 0.2, -0.1], [0.1, -0.2, -0.1], [-0.2, 0.0, -0.1], [0.1, -0.2, 0.0], [-0.2, 0.0, 0.1], [0.0, -0.3, 0.1], [0.0, 0.4, 0.3], [0.1, -0.3, 0.0], [-0.2, 0.0, -0.3], [0.2, 0.1, 0.0], [-0.5, 0.5, -0.1], [0.1, 0.3, 0.0], [0.0, -0.4, -0.2], [0.0, -0.1, 0.2], [0.0, -0.1, -0.1], [0.0, 0.1, -0.1], [-0.1, -0.2, -0.2], [0.2, 0.1, 0.0], [0.0, 0.0, 0.2], [0.0, 0.2, 0.0], [0.0, -0.1, 0.0], [0.0, 0.0, 0.0], [-0.1, -0.1, 0.0], [0.1, 0.1, 0.1], [0.0, 0.2, 0.0], [1.0, 2.9, -1.1], [0.4, -1.4, 0.7], [-1.2, -1.3, 0.1], [-0.9, -1.0, 0.3], [0.6, 0.8, -0.1]]
}

***

{
  "formula": "C50H105F26N14O16P3S8",
  "method": "the ωB97M-V functional and the def2-TZVPD basis",
  "gap_ev": 8.99,
  "energy_ha": -10744.902789,
  "homo_energy_ev": -9.6,
  "symbols": ["C", "C", "N", "C", "C", "N", "C", "C", "H", "H", "H", "H", "H", "H", "H", "H", "H", "H", "H", "C", "C", "N", "C", "C", "N", "C", "C", "H", "H", "H", "H", "H", "H", "H", "H", "H", "H", "H", "C", "C", "N", "C", "C", "N", "C", "C", "H", "H", "H", "H", "H", "H", "H", "H", "H", "H", "H", "C", "C", "C", "N", "C", "C", "C", "C", "C", "H", "H", "H", "H", "H", "H", "H", "H", "H", "H", "H", "H", "H", "H", "H", "H", "H", "H", "C", "C", "C", "N", "C", "C", "C", "C", "C", "H", "H", "H", "H", "H", "H", "H", "H", "H", "H", "H", "H", "H", "H", "H", "H", "H", "H", "C", "C", "C", "N", "C", "C", "C", "C", "C", "H", "H", "H", "H", "H", "H", "H", "H", "H", "H", "H", "H", "H", "H", "H", "H", "H", "H", "C", "C", "C", "N", "C", "C", "C", "C", "C", "H", "H", "H", "H", "H", "H", "H", "H", "H", "H", "H", "H", "H", "H", "H", "H", "H", "H", "N", "S", "O", "O", "F", "S", "O", "O", "F", "N", "S", "O", "O", "F", "S", "O", "O", "F", "N", "S", "O", "O", "F", "S", "O", "O", "F", "N", "S", "O", "O", "F", "S", "O", "O", "F", "P", "F", "F", "F", "F", "F", "F", "P", "F", "F", "F", "F", "F", "F", "P", "F", "F", "F", "F", "F", "F"],
  "positions_angstrom": [[5.0134, 1.8458, 1.4218], [5.3080, 1.1536, 0.1053], [4.9453, -0.2518, 0.1747], [5.5615, -1.1957, 0.9486], [4.8847, -2.4164, 0.7839], [3.7399, -2.0746, 0.0338], [3.7839, -0.7411, -0.3543], [2.5479, -2.9167, -0.1636], [3.9678, 2.1267, 1.5483], [5.6985, 2.6803, 1.5713], [5.1351, 1.2428, 2.3216], [6.3731, 1.1235, -0.1240], [4.8164, 1.5656, -0.7760], [6.3768, -0.9229, 1.6022], [5.1160, -3.3892, 1.1921], [3.0509, -0.1170, -0.8439], [1.7506, -2.3640, -0.6606], [2.1286, -3.2266, 0.7936], [2.7964, -3.7988, -0.7539], [-0.8700, -5.2777, -0.7436], [0.0265, -5.5349, -1.9164], [0.4471, -6.9389, -1.8589], [-0.4184, -8.0021, -1.9495], [0.2256, -9.1508, -1.5388], [1.5414, -8.7449, -1.2109], [1.6575, -7.4394, -1.4941], [2.5884, -9.5899, -0.6835], [-1.8257, -5.7888, -0.8597], [-0.9911, -4.2025, -0.6123], [-0.4421, -5.5365, 0.2249], [0.9125, -4.9052, -1.8351], [-0.3619, -5.2568, -2.8961], [-1.4399, -7.7977, -2.2344], [0.0404, -10.2094, -1.4322], [2.5590, -6.8755, -1.3049], [2.4869, -10.6338, -0.9802], [2.5481, -9.5644, 0.4055], [3.5458, -9.1594, -0.9771], [-2.6166, 5.9940, 2.2775], [-3.3019, 5.5029, 0.9740], [-4.2901, 6.5138, 0.5066], [-4.3477, 7.9264, 0.6824], [-5.4652, 8.3399, -0.0077], [-5.9681, 7.3135, -0.7289], [-5.3011, 6.1689, -0.3767], [-7.1955, 7.3641, -1.6223], [-2.1502, 6.9766, 2.2053], [-1.9012, 5.3240, 2.7543], [-3.2514, 6.1558, 3.1487], [-3.7787, 4.5369, 1.1401], [-2.6164, 5.3501, 0.1404], [-3.6260, 8.3441, 1.3688], [-5.8427, 9.3509, -0.0495], [-5.5256, 5.2147, -0.8301], [-7.7316, 6.4488, -1.3714], [-6.9390, 7.3801, -2.6815], [-7.8781, 8.1642, -1.3359], [-8.1284, -3.5511, -1.9644], [-6.7245, -3.2882, -1.3550], [-6.7309, -3.7543, 0.2174], [-5.4427, -3.3008, 0.9596], [-4.2223, -3.8715, 0.2224], [-5.3607, -1.7886, 1.0316], [-4.4507, -1.4674, 2.2267], [-5.0829, -2.3947, 3.2702], [-5.5466, -3.6281, 2.4468], [-8.8427, -2.7628, -1.7271], [-8.5721, -4.4364, -1.5089], [-7.9912, -3.6647, -3.0398], [-6.4220, -2.2672, -1.5879], [-6.1961, -4.0505, -1.9275], [-6.8308, -4.8371, 0.2926], [-7.4940, -3.4103, 0.9156], [-4.4560, -4.9248, 0.3776], [-3.3571, -3.6450, 0.8455], [-4.0575, -3.6481, -0.8316], [-5.0153, -1.3991, 0.0740], [-6.4038, -1.4786, 1.0946], [-3.3961, -1.6241, 2.0004], [-4.4839, -0.4334, 2.5701], [-4.4390, -2.6019, 4.1249], [-5.9417, -1.8160, 3.6105], [-4.8614, -4.4650, 2.5821], [-6.5134, -3.9535, 2.8308], [0.7312, 4.0028, -4.2332], [0.4349, 2.6506, -3.7565], [0.8044, 1.5726, -4.8799], [0.4800, 0.0724, -4.4916], [1.2535, -0.4269, -3.1746], [0.6963, -0.9123, -5.6301], [-0.2277, -2.0598, -5.4312], [-1.3149, -1.6456, -4.3678], [-1.0032, -0.1573, -4.2182], [0.6230, 4.7522, -3.4492], [0.0275, 4.2593, -5.0251], [1.7001, 4.1102, -4.7209], [-0.5734, 2.5716, -3.3499], [1.2045, 2.5400, -2.9927], [1.8926, 1.5386, -4.9321], [0.2790, 1.7066, -5.8254], [0.9986, -1.4685, -2.9794], [1.0376, 0.2515, -2.3492], [2.3092, -0.5642, -3.4084], [1.7555, -1.1428, -5.5155], [0.3431, -0.3321, -6.4826], [0.2803, -2.9285, -5.0124], [-0.7305, -2.4421, -6.3195], [-1.4780, -2.3161, -3.5240], [-2.2759, -1.6852, -4.8806], [-1.2619, 0.2903, -3.2586], [-1.4312, 0.4316, -5.0294], [0.9432, 5.6796, -0.3832], [2.3488, 5.5576, -1.0028], [3.4667, 6.3724, -0.3658], [4.8644, 6.0238, -0.9080], [4.8395, 6.0344, -2.4168], [6.0328, 6.8928, -0.3412], [7.3601, 6.0628, -0.4637], [6.8702, 4.5823, -0.6839], [5.3286, 4.6724, -0.4373], [0.1439, 5.1805, -0.9310], [0.6322, 6.7041, -0.5876], [0.9222, 5.3374, 0.6515], [2.2719, 5.8948, -2.0365], [2.5422, 4.4912, -1.1183], [3.4574, 6.3070, 0.7222], [3.3761, 7.4516, -0.4891], [4.3423, 5.1284, -2.7632], [5.8548, 5.8759, -2.7804], [4.4223, 6.9672, -2.7962], [5.9828, 7.8634, -0.8348], [5.8576, 7.1318, 0.7078], [7.9469, 6.3507, -1.3359], [7.8962, 6.1251, 0.4834], [7.0905, 4.2034, -1.6819], [7.3842, 3.8535, -0.0572], [4.7682, 3.9593, -1.0419], [5.0931, 4.5934, 0.6241], [-2.3918, 1.9247, 5.8070], [-1.2902, 0.7818, 5.8358], [-0.2427, 0.8525, 4.7721], [0.8735, -0.2669, 4.8059], [1.6335, -0.1659, 6.2093], [1.9797, -0.1638, 3.6702], [2.3267, -1.5817, 3.3085], [1.4449, -2.4130, 4.1773], [0.3096, -1.6328, 4.6201], [-2.4702, 2.5032, 4.8865], [-2.1803, 2.7055, 6.5375], [-3.3431, 1.4634, 6.0722], [-1.8875, -0.1275, 5.9018], [-0.9120, 0.8733, 6.8540], [0.2451, 1.8271, 4.7892], [-0.6518, 0.7938, 3.7635], [1.0401, -0.3702, 7.1005], [1.9474, 0.8750, 6.1304], [2.6329, -0.6009, 6.2228], [2.8436, 0.3853, 4.0447], [1.4779, 0.3596, 2.8564], [3.3801, -1.8520, 3.2356], [1.8706, -1.6864, 2.3241], [1.9657, -2.7180, 5.0849], [1.1512, -3.3446, 3.6936], [-0.2240, -2.0647, 5.4667], [-0.5090, -1.5095, 3.9110], [-5.0756, 3.0698, -1.5602], [-3.6223, 3.2679, -2.4552], [-3.1257, 2.1704, -3.2703], [-2.6320, 4.1644, -1.8864], [-4.1096, 4.3296, -3.5641], [-4.5698, 1.8035, -0.9473], [-3.3521, 1.9485, -0.1120], [-4.7050, 0.5235, -1.6969], [-5.6677, 1.7458, 0.2654], [0.8367, 0.2285, 0.3300], [0.3701, 1.5448, 0.3802], [0.0182, 2.0021, 1.7221], [-0.2804, 2.0932, -0.8481], [1.8501, 2.2061, 0.2497], [-0.6084, -0.6086, 0.3938], [-1.1448, -1.1039, -0.8823], [-1.6199, -0.1634, 1.3460], [-0.0608, -1.9133, 1.0920], [-3.0012, -6.9614, -3.8117], [-3.2623, -5.6666, -4.4399], [-3.1207, -4.4585, -3.5920], [-4.1745, -5.5516, -5.5859], [-1.8034, -5.7490, -5.1693], [-4.4598, -6.8952, -2.9145], [-5.7087, -6.5968, -3.5551], [-4.3711, -6.4323, -1.5182], [-4.6352, -8.5406, -2.7616], [3.2169, 5.1144, 4.8613], [2.4504, 4.2589, 4.0570], [2.4043, 2.9276, 4.6493], [2.3200, 4.4621, 2.6360], [1.0226, 4.8085, 4.5010], [4.7208, 4.8020, 4.0465], [5.0784, 5.6918, 2.8901], [5.1814, 3.4136, 4.0424], [5.6755, 5.4572, 5.2345], [-1.5727, -4.9112, 3.4654], [-2.9974, -5.0255, 4.2276], [-1.9415, -3.4049, 2.8822], [-0.8974, -4.1609, 4.7697], [-0.1176, -4.8730, 2.7461], [-1.1119, -6.4291, 3.8958], [-2.2497, -5.5675, 2.1384], [5.0807, 1.4851, -3.9959], [6.2184, 1.2145, -5.1435], [4.5243, 0.0665, -4.4970], [5.9813, 0.7147, -2.8180], [3.7727, 1.6817, -3.0133], [5.7787, 2.8810, -3.4168], [4.2465, 2.3931, -5.1068], [3.8720, -6.2424, 1.7457], [3.6650, -6.9991, 3.1965], [3.1886, -4.9328, 2.3175], [5.3659, -5.8870, 2.2147], [4.1599, -5.4215, 0.3620], [4.4735, -7.6628, 1.1553], [2.3783, -6.7463, 1.3030]],
  "forces_ev_per_a": [[-0.2, 0.2, 0.5], [0.6, -0.3, 0.2], [-2.5, -0.7, -0.4], [-0.7, -1.8, -0.7], [-0.4, 3.1, -0.1], [0.0, 1.4, -0.5], [2.5, -2.1, 2.2], [-0.1, -0.3, -0.1], [0.0, 0.5, -0.5], [-0.3, 0.2, 0.0], [0.6, -0.5, -0.2], [0.1, 0.4, 0.0], [-0.1, 0.1, 0.2], [0.2, -0.2, -0.4], [-0.4, 0.0, -0.1], [0.0, -0.4, -0.1], [0.3, 0.3, -0.1], [0.3, -0.1, 0.0], [0.1, 0.1, 0.2], [-0.5, 0.7, 0.5], [0.9, 0.4, 0.1], [1.6, -1.7, -0.3], [-0.3, -0.9, 0.6], [1.4, 1.4, 0.2], [-1.6, 0.8, -1.6], [-0.9, 0.0, 0.9], [0.6, 0.1, 0.7], [-0.1, 0.3, 0.1], [-0.5, 0.1, -0.4], [0.3, -0.6, -0.2], [0.3, -0.3, 0.2], [-0.5, -0.5, 0.0], [0.1, -0.3, -0.1], [-0.6, 0.3, -0.2], [-0.1, 0.1, 0.0], [-0.1, 0.3, -0.4], [0.0, 0.1, 0.0], [0.0, -0.3, 0.0], [-0.1, 0.3, 0.5], [0.9, 0.6, 1.1], [-2.5, 0.1, -2.3], [-0.7, -2.6, 0.0], [1.7, 1.3, 0.5], [-0.6, -1.4, 0.2], [1.0, 2.3, 0.7], [0.5, -0.9, 1.1], [0.4, -0.1, -0.5], [0.3, -0.3, -0.9], [-1.0, -0.2, -0.4], [-0.3, 0.2, -0.1], [0.2, 0.0, 0.2], [-0.4, 0.4, -0.2], [-0.1, -0.2, -0.2], [0.3, -0.3, 0.3], [0.0, -0.1, -0.4], [0.2, 0.1, 0.3], [0.5, 0.2, 0.0], [0.0, 0.5, 0.9], [-1.7, -1.7, 1.4], [1.2, 1.2, -0.9], [-1.0, 1.2, -1.0], [-0.4, -1.3, 2.3], [0.3, 0.5, -1.2], [-0.5, -0.2, -0.2], [0.2, 0.4, -0.8], [1.7, -0.9, 1.0], [0.1, 0.2, -0.3], [0.1, -0.3, -0.4], [-0.4, -0.1, 0.1], [0.3, -0.2, 0.4], [1.1, 0.4, 0.5], [0.6, -0.1, -0.3], [-0.5, 0.6, -0.7], [0.7, -0.2, -0.6], [0.1, 0.1, -0.2], [-0.7, 0.5, 0.2], [0.2, -0.1, 0.0], [0.1, 0.4, 0.6], [-0.2, -0.5, 0.0], [-0.3, 0.1, -0.4], [-0.1, -0.4, -0.2], [-0.3, -0.4, 0.3], [0.0, 0.0, 0.3], [-0.3, 0.0, -1.0], [-0.5, 1.7, -1.8], [1.2, -2.3, -0.2], [-0.3, -1.0, 2.1], [-0.3, -0.8, 2.6], [-0.1, 0.1, -2.0], [0.4, 1.5, 0.6], [-1.0, -2.0, 1.6], [-0.2, 0.8, -1.9], [0.2, 0.8, 0.8], [0.0, -0.1, 0.1], [-0.2, 0.4, -0.1], [0.3, -0.2, 0.3], [0.2, -0.2, 0.0], [-0.5, -0.8, 0.5], [0.0, 0.4, -0.6], [0.2, 0.2, 0.0], [-1.0, 0.2, 0.1], [0.0, -0.1, -0.2], [0.2, 1.0, -0.2], [0.0, 0.0, -1.1], [0.9, -0.2, -0.4], [0.3, 0.0, -0.2], [0.3, 0.4, -0.2], [0.7, 0.5, 0.3], [-0.1, 0.0, 0.1], [-0.1, 0.0, -0.1], [-0.6, -0.1, 0.1], [0.3, 0.8, -0.4], [-0.7, -0.4, -1.1], [0.4, 0.2, 0.8], [0.9, 0.1, 0.7], [0.8, -0.5, 0.3], [-0.2, 0.2, -0.3], [-1.4, -0.7, -0.4], [-0.8, 0.7, -0.1], [0.4, -0.9, -0.5], [0.5, -0.8, -0.2], [0.0, 0.5, 1.0], [-0.1, 0.4, 0.0], [-0.1, 0.1, -0.2], [0.6, -0.1, 0.5], [0.4, -0.7, 0.1], [-0.3, 0.1, -0.7], [-0.5, 0.3, 0.0], [0.1, 0.4, 0.1], [0.0, -0.2, 0.1], [0.3, -0.2, -0.4], [-0.5, -0.5, 0.0], [0.2, 0.3, 0.4], [0.2, 0.3, -0.3], [-0.2, 0.3, -0.2], [-0.4, 0.2, 0.5], [0.1, -0.3, 0.4], [-0.1, 0.1, -0.1], [0.8, 0.0, -0.1], [-1.6, 0.5, 1.3], [1.2, -0.3, -1.0], [0.8, 0.7, 2.5], [0.2, 1.7, -2.0], [-0.6, 0.9, 1.1], [-1.2, 0.3, -1.5], [1.4, -3.0, 0.7], [-2.2, 1.1, -0.4], [-0.1, -0.5, -0.4], [0.1, -0.2, 0.3], [0.0, 0.2, -0.2], [0.4, -0.4, -0.7], [0.6, -0.1, -0.1], [0.4, -0.2, 0.2], [-0.2, -0.3, 0.0], [-0.1, -0.2, -0.5], [-0.4, 0.4, 0.7], [-0.5, -1.1, -0.3], [-0.5, 0.4, 0.1], [0.2, 0.2, 0.2], [-0.1, 0.1, 0.4], [0.6, -0.2, -0.3], [0.3, -0.2, 0.0], [0.0, 0.1, 0.1], [0.5, 0.4, 0.4], [0.2, -0.1, -0.6], [1.9, 3.2, -4.0], [2.5, 3.5, -3.1], [-1.2, 1.1, 1.5], [-1.1, -1.3, 0.9], [-1.4, -0.7, 0.1], [1.4, -8.4, 6.0], [-1.9, -0.1, -2.2], [-0.2, 3.2, 1.8], [-0.1, -0.2, -1.0], [0.1, -12.3, -0.7], [-1.9, 15.5, 0.0], [-0.4, -0.1, -1.9], [0.8, -1.5, 3.1], [0.2, 0.2, -0.3], [-3.3, -3.3, -0.3], [1.9, 1.3, 1.8], [2.1, 0.0, -1.4], [0.4, 0.1, -0.2], [-3.5, -4.5, 4.9], [2.0, 9.1, -7.1], [-0.6, -2.0, -1.0], [1.5, -0.3, 2.3], [0.0, 0.7, -0.3], [-2.3, -4.2, 4.2], [1.2, 0.5, -0.3], [0.9, -0.7, -2.7], [0.9, 1.6, 0.0], [10.1, 6.3, 2.7], [-10.8, -7.9, -3.8], [0.0, 0.1, -1.6], [1.3, -0.6, 0.0], [-0.7, 0.3, 0.4], [4.3, 2.5, 1.1], [-1.6, -2.4, 2.7], [-1.4, 2.3, -0.4], [-1.4, -0.7, -1.3], [1.2, -1.2, -0.2], [0.5, 0.2, 0.0], [-0.1, -0.6, 0.2], [-0.7, -0.9, -0.3], [-0.2, 1.0, -0.6], [-1.0, 1.0, 1.0], [-0.1, 0.5, -0.1], [1.5, 0.3, -1.0], [0.2, 1.2, 1.2], [-1.4, -0.1, 0.5], [-1.1, 0.4, -0.8], [0.8, -0.3, 0.3], [-0.6, -0.7, -0.5], [0.3, -0.8, 0.7], [0.0, -2.8, 1.9], [-0.1, 0.5, -0.8], [0.2, 1.1, 0.5], [0.1, 0.9, 0.0], [-0.4, -0.7, -0.5], [-0.4, 0.8, -0.6], [0.5, 0.2, -0.8]]
}